DFT (ωB97M-V/def2-TZVPD) results for 2 unconnected molecules or ions with the total composition C4H10OS.

Geometry (Å):
S1 -2.05080 -1.17012 -1.32732
O1 2.21962 0.06277 1.62694
C1 -1.41898 0.53621 -0.80595
C2 2.43826 -0.36181 0.29544
C3 -2.27841 1.35194 0.25512
C4 2.87672 -1.61652 0.02383
H1 -3.34704 1.26613 0.23704
H2 -3.23947 -0.82697 -0.89860
H3 -1.96444 2.48768 0.02429
H4 -1.58814 1.11385 -1.73825
H5 3.50461 -1.79727 -0.85433
H6 2.21446 0.32292 -0.56211
H7 -1.89352 1.18314 1.28874
H8 2.14597 -0.76249 2.13227
H9 2.83098 -2.51694 0.70001
H10 -0.44981 0.72748 -0.39712

Output
HOMO-LUMO gap: 9.9 eV
LUMO: 0.87 eV
Energy above the lowest of the compared OMol25 structures with the same formula, charge and spin: 55.09 kcal per mole
Multiplicity: 1
Electronic energy: -17190.4362 eV

DFT (ωB97M-V/def2-TZVPD) results for 2 unconnected molecules or ions with the total composition C5H11NO.

Geometry (Å):
O1 4.11034 5.27150 2.66414
N1 -0.17854 -2.76640 -1.23201
C1 -1.19773 -1.83950 -1.37805
C2 -0.31059 0.78802 1.33904
C3 -1.15350 -0.66359 -0.50072
C4 -2.20949 -2.02103 -2.24409
C5 -0.28695 -0.43810 0.47454
H1 4.09641 4.39913 2.25410
H2 0.06607 1.59901 0.72258
H3 -0.19824 -3.60565 -1.77270
H4 -2.25414 -2.94470 -2.83534
H5 0.58269 -2.55837 -0.62387
H6 0.48553 -1.13175 0.76186
H7 -1.92394 0.07225 -0.69881
H8 3.32104 5.75558 2.40082
H9 -1.35282 1.04563 1.53918
H10 -2.96254 -1.27537 -2.38277
H11 0.27592 0.64624 2.24124

Output
HOMO-LUMO gap: 8.5 eV
LUMO: 0.67 eV
Energy above the lowest of the compared OMol25 structures with the same formula, charge and spin: 42.91 kcal per mole
Multiplicity: 1
Electronic energy: -8899.8364 eV

DFT (ωB97M-V/def2-TZVPD) results for a single C5H6O molecule.

Geometry (Å):
O1 -1.38775 0.96649 0.62951
C1 -0.27173 1.66852 1.75397
C2 0.33950 -0.63113 0.01898
C3 0.77961 1.78049 0.95914
C4 -0.34568 -1.04552 -1.28419
C5 -0.11909 0.73804 0.43700
H1 -1.43303 -1.01173 -1.17006
H2 -0.05554 -2.06306 -1.55931
H3 -0.70517 1.54031 2.73686
H4 0.06636 -1.32677 0.82256
H5 -0.06563 -0.38069 -2.10729
H6 1.42749 -0.63120 -0.07829

Output
HOMO-LUMO gap: 10.1 eV
LUMO: 0.77 eV
Energy above the lowest of the compared OMol25 structures with the same formula, charge and spin: 110.57 kcal per mole
Multiplicity: 1
Electronic energy: -7324.4899 eV

DFT (ωB97M-V/def2-TZVPD) results for a single C12H21N5OS molecule.

Geometry (Å):
S1 4.00629 1.42034 -0.73363
O1 0.69863 3.72511 0.81565
N1 -2.19615 0.81457 0.48933
N2 0.26345 2.44523 -0.99309
N3 -1.14562 0.12863 0.04154
N4 1.73594 0.48056 0.27259
N5 1.59749 2.18569 -1.29635
C1 -2.03392 2.02946 1.23903
C2 -1.62998 -0.89846 -0.63452
C3 2.40402 -0.55629 1.01557
C4 2.37161 1.33921 -0.52666
C5 -3.03341 -0.88525 -0.63338
C6 -3.35261 0.23872 0.09945
C7 2.00455 -1.95747 0.53539
C8 2.69108 -3.00925 1.40156
C9 -1.60280 3.20857 0.34867
C10 -3.95377 -1.86415 -1.27156
C11 2.37368 -2.14374 -0.93334
C12 -0.09906 3.16572 0.10508
H1 -0.41140 1.86741 -1.47775
H2 2.11746 2.97996 -1.65482
H3 2.15308 -0.44607 2.07651
H4 -4.98669 -1.54873 -1.14869
H5 0.71533 0.42834 0.24719
H6 0.91837 -2.05999 0.64710
H7 3.44474 -2.01605 -1.06955
H8 -0.96762 -1.60336 -1.09640
H9 -4.30437 0.65142 0.36694
H10 2.42025 -2.88505 2.44769
H11 2.09671 -3.13902 -1.27423
H12 -3.73673 -1.95440 -2.33495
H13 -2.99097 2.25447 1.71446
H14 -3.83291 -2.84840 -0.82060
H15 3.47961 -0.41042 0.89093
H16 -1.81665 4.13826 0.87539
H17 -1.28010 1.87346 2.01656
H18 2.40090 -4.00920 1.08783
H19 -2.15519 3.19241 -0.59149
H20 3.77121 -2.92116 1.31300
H21 1.86552 -1.41106 -1.55643

Output
HOMO-LUMO gap: 8.2 eV
LUMO: 0.41 eV
Energy above the lowest of the compared OMol25 structures with the same formula, charge and spin: 22.28 kcal per mole
Multiplicity: 1
Electronic energy: -33118.2499 eV

DFT (ωB97M-V/def2-TZVPD) results for 4 unconnected molecules or ions with the total composition C29H61F8N2O16P4.

Geometry (Å):
P1 3.79093 -5.46194 0.40279
P2 -4.74369 1.81166 -1.26169
P3 -2.14126 -8.81602 3.81054
P4 5.85417 3.07464 -5.68184
F1 -7.69757 3.51895 3.55904
F2 -6.67440 2.33565 2.06064
F3 -1.92050 -1.68105 -0.63904
F4 -1.34614 -0.19768 1.45260
F5 0.75762 -0.10952 0.95371
F6 -5.49707 3.49196 3.44453
F7 -0.25552 -2.32083 0.49550
F8 0.15689 -1.50687 -1.41876
O1 -4.90188 0.73725 0.00236
O2 4.46689 -5.61752 1.87287
O3 4.68841 -5.93509 -0.69488
O4 -3.36951 -7.66937 3.61712
O5 5.95401 4.26110 -6.78830
O6 4.72089 3.27705 -4.72427
O7 -3.05026 -9.99874 3.16435
O8 -1.17513 -8.23292 2.82849
O9 -1.15093 -9.99783 4.48482
O10 4.21559 -3.82850 0.40015
O11 7.07472 3.83524 -4.81009
O12 2.86920 -6.86385 0.56468
O13 5.05335 2.04374 -6.75342
O14 -6.14064 4.21308 0.50458
O15 -4.93441 0.84631 -2.62660
O16 1.33948 5.54256 2.43273
N1 -2.15829 1.12152 -0.84080
N2 -1.23141 3.78459 -0.13436
C1 3.17289 -2.90893 0.04394
C2 -0.50541 2.59563 0.42924
C3 1.62530 1.11761 -1.54624
C4 -6.65795 3.47178 2.75188
C5 -3.78094 -9.76275 1.96743
C6 -2.70004 2.67492 -2.81594
C7 2.59724 2.08176 -1.38122
C8 0.12307 1.38326 -1.68214
C9 -0.84631 -9.84811 5.88443
C10 4.98045 -6.87841 2.28393
C11 -0.66261 -1.37110 -0.38477
C12 -3.69958 3.89809 0.65798
C13 8.16606 2.99667 -4.38188
C14 2.35940 4.89775 3.21548
C15 1.62176 -6.72175 1.27948
C16 -1.78984 2.40543 2.75172
C17 -0.48311 -0.01850 0.42401
C18 1.62870 5.25914 1.08066
C19 -2.88989 2.31263 -1.28468
C20 -0.76562 1.27080 -0.36776
C21 -6.65003 4.67039 1.74084
C22 -0.90374 5.09541 0.53178
C23 -2.68339 3.61284 -0.47487
C24 0.48566 5.65530 0.13739
C25 -4.89538 4.79463 0.16158
C26 5.89444 1.29736 -7.65583
C27 -4.36725 -7.63814 4.65506
C28 -0.44785 2.50577 1.96346
C29 4.81792 4.60331 -7.57165
H1 -1.63026 5.80396 0.09618
H2 -0.00066 2.34737 -2.18774
H3 6.48436 0.56481 -7.10460
H4 2.70219 2.58057 -0.40204
H5 6.55526 1.96728 -8.21288
H6 3.31001 2.36844 -2.16574
H7 1.19243 -7.71274 1.41320
H8 -1.87830 3.40344 -2.93214
H9 2.25223 5.12708 4.27783
H10 4.86151 4.07408 -8.52547
H11 0.54406 2.82506 0.16988
H12 0.39004 6.75200 0.20178
H13 -3.27165 4.46496 1.50064
H14 -0.33580 -8.89801 6.06278
H15 -1.61483 1.86591 3.69316
H16 3.88188 4.36956 -7.06467
H17 -4.80659 -8.62911 4.80050
H18 -4.79506 5.82989 0.53206
H19 0.19092 1.69237 2.33106
H20 4.22319 -7.40581 2.86752
H21 -4.10614 2.99393 1.13513
H22 2.80681 -3.12579 -0.96443
H23 -6.12344 5.54033 2.15511
H24 -5.57566 0.08474 -0.24257
H25 -4.80489 -9.47722 2.21724
H26 -2.11929 3.41171 3.05144
H27 -7.70788 4.96016 1.62331
H28 7.79852 2.19412 -3.73723
H29 0.72366 5.44968 -0.92139
H30 4.85257 5.67256 -7.77582
H31 -1.09794 5.10352 1.60721
H32 -2.87894 4.42005 -1.20292
H33 2.00216 0.08610 -1.61808
H34 0.92714 -6.10930 0.70385
H35 -5.13561 -0.06642 -2.36507
H36 -2.54775 1.86921 2.16922
H37 5.28683 -7.49401 1.43861
H38 -3.61477 3.16221 -3.19206
H39 5.84314 -6.70401 2.92580
H40 8.68238 2.57024 -5.24355
H41 -3.93084 -7.28305 5.58934
H42 3.33659 5.22024 2.81199
H43 -0.19085 -10.66361 6.17951
H44 -2.21317 0.47157 -1.61914
H45 -0.24623 0.63077 -2.39724
H46 2.31322 3.80417 3.05406
H47 -0.79098 3.91535 -1.05338
H48 -4.90013 4.88002 -0.93927
H49 1.96960 4.22030 0.90480
H50 2.50204 5.88450 0.79649
H51 5.24923 0.77452 -8.35996
H52 -3.32390 -8.98899 1.35099
H53 8.86673 3.60966 -3.82066
H54 -2.46435 1.75692 -3.36539
H55 1.78852 -6.27470 2.26340
H56 3.58248 -1.90030 0.06449
H57 2.34780 -2.97119 0.75653
H58 -5.15121 -6.94826 4.34600
H59 -3.81712 -10.69157 1.40004
H60 -1.75842 -9.89474 6.48235
H61 0.06766 3.40511 2.34917

Output
Charge: +1
HOMO-LUMO gap: 7.4 eV
LUMO: -2.97 eV
Multiplicity: 1
Electronic energy: -125684.9914 eV